Entry 1:
The following is a DFT calculation (the ωB97M-V functional and the def2-TZVPD basis) of a 2-piece molecular cluster, C20H36Cl3FI2N3O3 overall.

Computed properties:
- Charge: +1
- Orbital gap: 6.65 eV
- Lowest unoccupied orbital energy: -4.071 eV

Each line ends with the Mulliken charge.
CARTESIAN COORDINATES (ANGSTROEM)
C 6.843 0.061 2.062  -1.48
C 5.504 0.693 2.482  0.58
C 4.625 -0.227 3.341  -1.26
C 4.752 1.288 1.283  -0.58
C 4.476 0.303 0.126  -1.63
C 3.023 0.033 -0.252  2.97
C 2.858 -1.410 -0.845  -1.45
I 2.979 -2.866 0.752  0.20
C 3.795 -1.731 -2.020  -0.23
C 4.199 -3.195 -2.183  -1.62
I 2.885 -1.196 -3.913  0.12
C 1.905 0.207 0.831  -2.39
N 1.021 1.304 0.376  0.73
C 1.159 2.617 1.041  -0.81
C 1.441 3.748 0.066  0.80
O 2.416 3.834 -0.650  -0.44
Cl 0.164 4.973 0.001  -0.12
C 1.282 1.286 -0.996  -1.58
N 0.307 1.492 -1.812  0.57
F 0.613 1.503 -3.104  -0.15
C -1.121 1.733 -1.417  0.03
Cl -2.004 2.159 -2.889  -0.06
C -1.692 0.479 -0.731  0.38
C -1.279 -0.816 -1.418  -1.02
Cl -3.463 0.605 -0.617  -0.22
N 2.567 0.971 -1.344  -0.22
H 6.940 -0.074 0.988  0.34
H 7.690 0.655 2.388  0.38
H 6.948 -0.921 2.513  0.35
H 5.748 1.551 3.106  0.56
H 5.231 -0.992 3.817  0.44
H 3.833 -0.712 2.781  0.07
H 4.176 0.340 4.154  0.27
H 3.854 1.795 1.628  -0.27
H 5.404 2.070 0.897  0.40
H 4.984 0.696 -0.752  0.59
H 4.937 -0.661 0.320  0.65
H 1.837 -1.503 -1.205  0.54
H 4.711 -1.154 -1.979  0.36
H 4.722 -3.299 -3.130  0.51
H 3.331 -3.843 -2.237  0.45
H 4.892 -3.499 -1.407  0.43
H 2.243 0.361 1.849  0.90
H 1.266 -0.667 0.912  0.30
H 1.955 2.597 1.779  0.42
H 0.240 2.843 1.571  0.44
H -1.145 2.625 -0.804  0.19
H -1.364 0.501 0.300  0.19
H -0.402 -1.244 -0.938  0.05
H -2.068 -1.548 -1.306  0.55
H -1.080 -0.669 -2.476  0.23
H 3.193 1.772 -1.322  0.46
C -6.681 -1.118 -1.195  -0.14
O -6.902 -1.618 0.110  -0.38
C -7.259 -0.612 1.046  -0.33
C -8.750 -0.574 1.297  -0.58
O -9.468 -0.183 0.139  -0.38
C -10.056 -1.269 -0.556  -0.72
H -6.648 -1.969 -1.874  0.27
H -7.478 -0.444 -1.514  0.35
H -5.719 -0.594 -1.241  -0.23
H -6.911 0.369 0.705  0.25
H -6.748 -0.846 1.985  0.38
H -8.955 0.169 2.073  0.37
H -9.098 -1.545 1.659  0.33
H -10.938 -1.636 -0.021  0.32
H -9.350 -2.091 -0.696  0.32
H -10.370 -0.902 -1.532  0.25

---

Entry 2:
The following is a DFT calculation (the ωB97M-V functional and the def2-TZVPD basis) of a 3-piece molecular cluster, C15H30Br2FNO7S3 overall.

Computed properties:
- Charge: 0
- Relative energy (zero: lowest compared OMol25 entry of this formula, charge and spin): 1.353 eV
- Orbital gap: 9.76 eV
- Lowest unoccupied orbital energy: 0.431 eV

Each line ends with the Mulliken charge.
CARTESIAN COORDINATES (ANGSTROEM)
C -1.325 0.915 2.280  -0.80
C -1.428 1.625 0.872  -0.33
C -0.503 0.857 -0.161  -0.20
C -1.349 -0.256 -0.883  -0.42
O -1.571 -1.435 -0.052  -0.13
N -1.091 -2.543 -0.689  0.39
C 0.284 -2.920 -0.341  -0.94
Br 1.262 -3.692 -1.906  -0.05
C 0.514 -3.797 0.936  0.36
C 0.388 -5.356 0.741  -1.14
Br -0.511 -3.149 2.524  -0.08
S -2.203 -3.794 -0.870  1.08
O -1.804 -4.813 -1.866  -0.56
O -2.660 -4.446 0.368  -0.53
F -3.528 -3.040 -1.506  -0.27
H -2.056 0.074 2.315  0.18
H -0.317 0.438 2.397  0.07
H -1.486 1.634 3.119  0.35
H -1.236 2.721 0.909  0.33
H -2.473 1.459 0.513  0.19
H -0.108 1.584 -0.915  0.38
H 0.369 0.352 0.319  -0.05
H -2.316 0.098 -1.282  0.46
H -0.729 -0.596 -1.756  0.31
H 0.825 -1.961 -0.151  0.36
H 1.571 -3.618 1.227  0.12
H -0.371 -5.757 1.461  0.33
H 1.353 -5.832 1.047  0.32
H 0.057 -5.674 -0.268  0.34
O -1.034 3.597 -2.707  -0.73
S -2.426 3.274 -2.495  1.24
O -2.835 2.056 -1.832  -0.66
C -3.217 4.662 -1.700  -0.74
C -3.688 5.539 -2.854  -0.62
C -4.278 4.579 -3.892  -0.59
C -3.292 3.419 -4.056  -0.76
H -2.510 5.162 -1.039  0.41
H -4.062 4.279 -1.126  0.38
H -4.418 6.277 -2.523  0.35
H -2.838 6.075 -3.287  0.30
H -5.237 4.199 -3.531  0.30
H -4.461 5.077 -4.844  0.32
H -3.802 2.482 -4.272  0.34
H -2.554 3.626 -4.831  0.37
O 2.718 -1.563 3.414  -0.72
S 3.570 -1.564 2.251  1.41
O 3.163 -2.169 1.001  -0.68
C 4.102 0.110 1.934  -0.73
C 5.375 0.262 2.757  -0.66
C 6.161 -1.037 2.552  -0.60
C 5.178 -2.199 2.719  -0.81
H 3.317 0.808 2.221  0.42
H 4.310 0.197 0.866  0.37
H 5.949 1.136 2.448  0.36
H 5.125 0.379 3.815  0.31
H 6.581 -1.052 1.543  0.30
H 6.992 -1.121 3.253  0.32
H 5.433 -3.040 2.076  0.32
H 5.119 -2.529 3.756  0.40

---

Entry 3:
The following is a DFT calculation (the ωB97M-V functional and the def2-TZVPD basis) of a 2-piece molecular cluster, C3H5Br overall.

Computed properties:
- Charge: 0
- Relative energy (zero: lowest compared OMol25 entry of this formula, charge and spin): 3.619 eV
- Orbital gap: 9.48 eV
- Lowest unoccupied orbital energy: -0.067 eV

Each line ends with the Mulliken charge.
CARTESIAN COORDINATES (ANGSTROEM)
C 0.004 0.784 -0.314  -0.58
C -0.041 -0.740 -0.427  -0.54
C -1.005 -0.037 0.357  0.02
Br -2.853 -0.011 -0.014  -0.12
H 0.678 1.540 0.053  0.25
H -0.231 1.208 -1.234  0.25
H -0.454 -0.987 -1.405  0.25
H 0.673 -1.434 0.019  0.24
H -0.791 0.272 2.145  0.23

---

Entry 4:
The following is a DFT calculation (the ωB97M-V functional and the def2-TZVPD basis) of a 4-piece molecular cluster, C2H11NO3 overall.

Computed properties:
- Charge: 0
- Relative energy (zero: lowest compared OMol25 entry of this formula, charge and spin): 3.013 eV
- Orbital gap: 9.19 eV
- Lowest unoccupied orbital energy: 0.338 eV

Each line ends with the Mulliken charge.
CARTESIAN COORDINATES (ANGSTROEM)
C 1.211 0.531 2.700  -0.27
N 1.006 1.054 1.557  -0.40
C 2.050 1.032 0.598  -0.57
H 0.547 -0.051 3.354  0.25
H 2.099 0.966 3.238  0.25
H 2.588 0.083 0.236  0.06
H 1.594 1.348 -0.336  0.31
H 2.945 1.710 0.645  0.35
O -4.076 2.368 -4.279  -0.64
H -3.372 2.617 -4.889  0.32
H -4.699 1.910 -4.851  0.32
O -2.862 -2.596 1.850  -0.64
H -2.933 -1.637 1.868  0.32
H -3.486 -2.884 1.177  0.32
O 2.186 -2.352 -1.180  -0.63
H 2.563 -2.581 -0.322  0.32
H 2.640 -1.519 -1.365  0.32

---

Entry 5:
The following is a DFT calculation (the ωB97M-V functional and the def2-TZVPD basis) of one molecule with the formula C4H8N2S.

Computed properties:
- Charge: 0
- Relative energy (zero: lowest compared OMol25 entry of this formula, charge and spin): 3.210 eV
- Orbital gap: 8.99 eV
- Lowest unoccupied orbital energy: 0.785 eV

Each line ends with the Mulliken charge.
CARTESIAN COORDINATES (ANGSTROEM)
H 2.538 -1.422 0.044  0.26
N 1.608 -1.726 0.111  -0.71
C 0.968 -0.665 -0.076  0.87
C 1.612 0.749 -0.123  -1.23
N -0.399 -0.539 -0.206  -0.07
S -1.390 -2.013 -0.189  -0.25
C -1.104 0.686 -0.232  0.25
C -2.457 0.838 0.074  -0.89
H 2.735 0.793 -0.380  0.34
H 1.108 1.322 -0.885  0.30
H 1.568 1.324 0.817  0.33
H -0.390 -2.840 0.461  0.22
H -0.518 1.658 -0.300  0.12
H -3.136 -0.065 0.567  0.21
H -2.742 1.902 0.317  0.25

---

Entry 6:
The following is a DFT calculation (the ωB97M-V functional and the def2-TZVPD basis) of H3NO2S2 as an isolated structure.

Computed properties:
- Charge: 0
- Relative energy (zero: lowest compared OMol25 entry of this formula, charge and spin): 2.088 eV
- Orbital gap (spin up / spin down): 6.19 / 6.17 eV
- Lowest unoccupied orbital energy (spin up / spin down): -1.502 / -1.510 eV

Each line ends with the Mulliken charge.
CARTESIAN COORDINATES (ANGSTROEM)
N 1.192 0.249 0.231  -0.73
O -1.176 1.731 -0.556  -0.40
O -1.384 -0.723 -0.243  -0.30
S -1.808 -2.311 0.051  -0.35
S -1.056 0.686 0.458  0.82
H 1.938 0.300 0.947  0.26
H 0.874 -0.703 -0.108  0.36
H 1.421 0.771 -0.779  0.35

---

Entry 7:
The following is a DFT calculation (the ωB97M-V functional and the def2-TZVPD basis) of C4H2GaLiO2 as an isolated structure.

Computed properties:
- Expectation value of S²: 0.7546
- Charge: +1
- Relative energy (zero: lowest compared OMol25 entry of this formula, charge and spin): 0.437 eV
- Multiplicity: 2
- Orbital gap (spin up / spin down): 7.67 / 6.42 eV
- Lowest unoccupied orbital energy (spin up / spin down): -5.568 / -6.812 eV

Each line ends with the Löwdin spin population.
CARTESIAN COORDINATES (ANGSTROEM)
H -3.150 1.300 -0.133  0.00
O -2.335 -0.526 0.216  -0.01
C -2.244 0.682 -0.004  0.00
C -0.951 1.283 -0.124  0.00
C 0.265 1.507 -0.168  0.17
Li -0.359 -1.071 0.296  0.01
O 2.618 -0.583 0.091  0.16
C 1.719 -1.456 -0.056  0.03
Ga 2.234 1.317 0.162  0.62
H 2.203 -2.454 -0.281  0.02

---

Entry 8:
The following is a DFT calculation (the ωB97M-V functional and the def2-TZVPD basis) of C8H8Cl4CuF12O12S4 as an isolated structure.

Computed properties:
- Expectation value of S²: 0.7519
- Charge: -2
- Relative energy (zero: lowest compared OMol25 entry of this formula, charge and spin): 0.000 eV
- Multiplicity: 2
- Orbital gap (spin up / spin down): 7.17 / 5.16 eV
- Lowest unoccupied orbital energy (spin up / spin down): 3.600 / 1.590 eV

Each line ends with the Löwdin spin population.
CARTESIAN COORDINATES (ANGSTROEM)
Cu 15.967 20.935 10.423  0.82
C 18.693 21.209 6.555  0.00
F 19.148 22.447 6.514  0.00
F 19.039 20.559 5.473  0.00
F 19.309 20.599 7.608  0.00
S 16.822 21.254 6.936  0.00
O 16.387 22.582 6.509  0.00
O 16.215 20.180 6.146  0.00
O 16.680 21.039 8.397  0.00
C 11.643 19.578 8.829  0.00
F 11.204 18.516 9.540  0.00
F 10.942 19.614 7.657  0.00
F 11.441 20.728 9.501  0.00
S 13.511 19.433 8.389  0.00
O 13.965 18.044 8.523  0.00
O 13.643 19.885 7.001  0.01
O 14.251 20.332 9.302  0.04
C 17.942 16.667 11.314  0.00
F 17.759 15.392 11.610  0.00
F 18.521 17.254 12.391  0.00
F 18.730 16.783 10.286  0.00
S 16.248 17.494 10.850  0.00
O 16.658 18.826 10.344  0.04
O 15.688 16.624 9.819  0.01
O 15.419 17.540 12.060  0.00
C 13.055 24.618 9.930  0.00
F 12.553 25.706 9.318  0.00
F 13.061 24.756 11.251  0.00
F 12.281 23.590 9.752  0.00
S 14.885 24.224 9.328  0.00
O 15.766 25.202 9.959  0.00
O 15.069 22.849 9.771  0.03
O 14.953 24.409 7.876  0.00
Cl 15.017 23.911 13.215  0.00
C 14.075 22.769 14.263  0.00
C 13.050 22.047 13.478  0.00
Cl 13.857 21.068 12.150  0.00
H 13.530 23.342 15.014  0.00
H 14.740 22.021 14.692  0.00
H 12.352 22.701 12.955  0.00
H 12.477 21.316 14.048  0.00
Cl 20.306 25.159 13.461  0.00
C 19.898 23.871 12.306  0.00
C 18.519 23.385 12.469  0.00
Cl 18.033 22.212 11.234  0.01
H 20.648 23.083 12.368  0.00
H 19.888 24.335 11.319  0.00
H 17.853 24.248 12.445  0.00
H 18.407 22.934 13.455  0.00

---

Entry 9:
The following is a DFT calculation (the ωB97M-V functional and the def2-TZVPD basis) of a 2-piece molecular cluster, C2H7BO2 overall.

Computed properties:
- Charge: 0
- Relative energy (zero: lowest compared OMol25 entry of this formula, charge and spin): 4.934 eV
- Orbital gap (spin up / spin down): 7.55 / 7.76 eV
- Lowest unoccupied orbital energy (spin up / spin down): -0.107 / 0.473 eV

Each line ends with the Mulliken charge.
CARTESIAN COORDINATES (ANGSTROEM)
B -1.147 -1.933 -0.495  -0.15
C 1.897 1.275 0.416  -0.66
C -1.109 0.553 0.007  -0.56
O -2.182 -2.856 -0.731  -0.51
O -1.225 -0.720 -0.106  0.18
H 2.408 1.404 -0.503  0.31
H 2.240 0.457 1.007  0.28
H 2.093 2.170 1.005  0.33
H -0.876 1.034 1.008  0.26
H -1.093 1.128 -0.875  0.35
H 0.866 1.208 0.299  -0.18
H -1.872 -3.719 -1.031  0.34